Here is 2 unconnected molecules or ions with the total composition C4H7O5 in a non-equilibrium geometry from the OMol25 dataset. Energies are from ωB97M-V with the def2-TZVPD basis set.

The geometry in XYZ format:
```
16
C4H7O5 | the OMol25 dataset | ωB97M-V with the def2-TZVPD basis set
C -0.44 -1.80 -0.63
C -0.93 -0.38 -0.51
C 0.14 0.62 0.00
C -0.35 2.12 0.14
O -1.27 2.61 -0.47
O 1.08 1.14 -0.74
O 4.41 0.38 1.31
O 3.40 -0.19 1.77
O -1.96 -0.22 0.45
H 0.40 -1.85 -1.32
H -0.10 -2.16 0.35
H -1.22 -2.46 -1.01
H -1.26 0.00 -1.50
H 0.46 0.38 1.04
H 0.30 2.63 0.89
H -2.67 -0.83 0.23
```

Summary:
energy relative to the best compared isomer or geometry (same formula, charge and spin): 0.0 kcal/mol
multiplicity: 2
Kohn-Sham gap (spin up / spin down): 8.38 / 8.92 eV
total charge: 0

***

Here is a molecular structure, C37H86Hg2N7O12 in a non-equilibrium geometry from the OMol25 dataset. Energies are from ωB97M-V with the def2-TZVPD basis set.

The geometry in XYZ format:
```
144
C37H86Hg2N7O12 | the OMol25 dataset | ωB97M-V with the def2-TZVPD basis set
Hg -2.11 -1.83 -1.35
Hg 2.81 2.57 4.11
C -2.04 -2.49 -5.89
C -1.38 -2.74 -4.54
C -0.18 -1.79 -4.37
O -2.19 -2.80 -3.40
H -2.72 -3.29 -6.20
H -1.32 -2.47 -6.71
H -2.69 -1.61 -5.93
H -0.99 -3.76 -4.68
H -0.42 -0.75 -4.60
H 0.47 -2.06 -5.21
H 0.44 -1.88 -3.48
C 1.61 -0.22 0.78
C 1.72 0.70 1.78
C 0.52 1.48 2.21
O 0.63 2.51 2.95
C -0.72 1.17 1.73
C -0.98 0.10 0.86
C 0.32 -0.56 0.19
O 0.08 -1.37 -0.69
O -2.10 -0.20 0.41
O 2.91 0.92 2.22
H 2.47 -0.76 0.40
H -1.56 1.84 1.89
C 5.29 -0.37 6.33
C 4.17 0.19 5.45
C 2.74 -0.35 5.59
O 1.83 0.59 5.08
C 0.46 0.25 5.30
N 4.18 1.66 5.71
H 5.22 -0.06 7.38
H 6.26 0.08 6.11
H 5.33 -1.46 6.33
H 4.46 0.01 4.41
H 2.52 -0.56 6.65
H 2.65 -1.29 5.05
H 0.14 -0.66 4.79
H -0.22 0.99 4.88
H 0.25 0.05 6.35
H 5.16 1.93 5.69
H 3.90 1.77 6.68
C -4.11 1.37 -2.68
C -2.97 0.71 -3.47
C -2.33 1.64 -4.47
O -3.24 1.98 -5.48
C -2.73 2.52 -6.66
N -1.99 0.33 -2.40
H -4.76 0.61 -2.24
H -4.70 1.98 -3.37
H -3.72 1.99 -1.88
H -3.35 -0.18 -3.97
H -1.47 1.16 -4.97
H -1.84 2.51 -4.01
H -3.46 2.59 -7.47
H -2.11 1.70 -7.07
H -2.14 3.42 -6.48
H -1.76 1.21 -1.93
H -1.11 0.26 -2.93
C -2.10 3.93 -0.11
C -0.82 3.92 -0.94
C 0.10 5.08 -0.53
O -0.56 6.31 -0.65
C 0.29 7.43 -0.63
N -0.13 2.61 -0.94
H -2.73 4.75 -0.47
H -1.95 3.96 0.97
H -2.69 3.04 -0.36
H -1.10 4.04 -1.99
H 0.89 5.09 -1.29
H 0.52 4.85 0.45
H 0.85 7.37 -1.57
H 1.05 7.51 0.16
H -0.27 8.35 -0.71
H 0.84 2.90 -1.04
H -0.40 2.12 -0.08
C -5.33 -4.41 0.57
C -4.07 -3.67 0.14
C -2.94 -4.62 -0.21
O -1.70 -3.92 -0.28
C -0.71 -4.85 -0.70
N -4.29 -2.68 -0.99
H -5.08 -5.09 1.38
H -5.69 -4.96 -0.30
H -6.19 -3.79 0.83
H -3.78 -3.00 0.96
H -3.26 -5.09 -1.14
H -2.80 -5.33 0.61
H 0.25 -4.34 -0.81
H -0.87 -5.22 -1.72
H -0.58 -5.66 0.02
H -4.77 -3.20 -1.73
H -5.02 -2.11 -0.55
C 6.35 -1.77 3.08
C 5.48 -2.09 1.87
C 5.75 -3.50 1.33
O 4.70 -3.99 0.50
C 4.46 -5.37 0.53
N 4.11 -2.08 2.38
H 6.22 -0.77 3.47
H 7.40 -1.95 2.83
H 6.18 -2.48 3.88
H 5.54 -1.34 1.07
H 6.00 -4.21 2.11
H 6.56 -3.43 0.59
H 4.25 -5.85 -0.43
H 3.47 -5.48 1.00
H 5.19 -5.96 1.08
H 3.52 -2.52 1.68
H 3.78 -1.13 2.48
C 2.04 0.35 -6.59
C 2.97 1.05 -5.55
C 2.51 0.86 -4.09
O 3.48 1.27 -3.11
C 3.19 0.78 -1.81
N 4.25 0.33 -5.72
H 1.89 -0.70 -6.35
H 2.36 0.49 -7.62
H 1.02 0.75 -6.60
H 3.22 2.07 -5.84
H 2.31 -0.20 -3.92
H 1.61 1.45 -3.86
H 3.25 -0.30 -1.71
H 2.19 1.04 -1.45
H 3.97 1.21 -1.18
H 4.04 -0.64 -5.52
H 4.81 0.68 -4.94
C -4.92 -0.02 5.50
C -4.45 0.12 4.01
C -4.64 1.55 3.55
O -3.75 2.40 4.21
C -3.88 3.78 3.93
N -3.08 -0.35 3.94
H -4.85 -1.06 5.83
H -5.91 0.43 5.56
H -4.28 0.52 6.20
H -5.14 -0.56 3.51
H -5.68 1.93 3.63
H -4.61 1.63 2.45
H -4.05 3.90 2.85
H -2.90 4.25 4.07
H -4.65 4.25 4.55
H -2.79 -0.23 2.98
H -2.58 0.31 4.53
```

Summary:
Kohn-Sham gap: 4.13 eV
total charge: +1

***

Here is 2 unconnected molecules or ions with the total composition C4H14N2O in a non-equilibrium geometry from the OMol25 dataset. Energies are from ωB97M-V with the def2-TZVPD basis set.

The geometry in XYZ format:
```
21
C4H14N2O | the OMol25 dataset | ωB97M-V with the def2-TZVPD basis set
N -2.17 -0.58 1.23
C -0.85 0.03 1.26
C 0.06 -0.34 0.09
N 1.13 0.63 0.13
C 2.22 0.51 -0.81
C 3.03 -0.78 -0.53
H -2.29 -1.35 0.58
H -2.90 0.08 0.98
H -1.08 1.09 1.10
H -0.38 -0.17 2.22
H -0.42 -0.14 -0.87
H 0.47 -1.35 0.12
H 1.48 0.75 1.08
H 2.92 1.35 -0.64
H 1.90 0.57 -1.84
H 3.12 -0.91 0.56
H 2.61 -1.62 -1.06
H 4.06 -0.63 -0.83
H -4.11 1.28 -1.54
H -4.77 0.46 -0.65
O -4.06 1.13 -0.58
```

Summary:
energy relative to the best compared isomer or geometry (same formula, charge and spin): 18.8 kcal/mol
multiplicity: 2
Kohn-Sham gap (spin up / spin down): 10.37 / 4.99 eV
total charge: +1

***

Here is 2 unconnected molecules or ions with the total composition C3H8S3 in a non-equilibrium geometry from the OMol25 dataset. Energies are from ωB97M-V with the def2-TZVPD basis set.

The geometry in XYZ format:
```
14
C3H8S3 | the OMol25 dataset | ωB97M-V with the def2-TZVPD basis set
C -1.60 0.60 -1.81
C 0.65 0.08 2.50
C 0.79 -0.27 -1.07
S 1.95 -1.27 -0.32
S -0.67 -0.89 -1.65
S -0.20 1.14 1.32
H -1.40 1.24 -0.85
H -2.70 0.36 -1.67
H -1.59 1.07 -2.79
H 1.59 -0.21 2.12
H 0.04 -0.83 2.56
H 0.67 0.58 3.41
H 1.32 0.72 -1.43
H 1.15 -2.33 -0.31
```

Summary:
energy relative to the best compared isomer or geometry (same formula, charge and spin): 63.2 kcal/mol
Kohn-Sham gap (spin up / spin down): 7.45 / 6.07 eV
total charge: 0

***

no.,E_tot (eV),molar mass (g mol⁻¹)
1,-14492.10117,135.09
2,-83100.39865,1222.31
3,-9393.75544,106.17
4,-35743.39610,140.30